# 1
A cluster of 4 separate species, C8H16Br8 in total. Source: the Open Molecules 2025 dataset; level of theory: ωB97M-V/def2-TZVPD.

Geometry as ORCA input:
```
! wB97M-V def2-TZVPD RIJCOSX def2/J DEFGRID3
* xyz 0 1
Br 0.03 0.65 1.81
C -0.19 -0.24 0.07
C 0.65 0.58 -0.91
Br 0.24 2.50 -1.22
H -1.27 -0.27 -0.09
H 0.12 -1.28 0.20
H 0.48 0.09 -1.87
H 1.69 0.51 -0.60
Br -3.54 4.32 6.22
C -3.69 2.90 4.85
C -5.08 2.40 4.51
Br -5.07 0.79 3.41
H -3.01 2.10 5.15
H -3.12 3.19 3.97
H -5.47 3.26 3.98
H -5.54 2.10 5.45
Br 1.18 -5.16 3.27
C 0.03 -6.00 1.86
C -1.41 -5.66 2.02
Br -2.12 -6.42 0.30
H 0.14 -7.08 1.74
H 0.33 -5.75 0.85
H -1.65 -4.60 2.03
H -1.87 -6.21 2.84
Br 4.68 1.46 -4.35
C 4.75 3.11 -5.47
C 4.84 2.77 -7.01
Br 4.53 4.30 -8.14
H 5.49 3.86 -5.18
H 3.74 3.48 -5.29
H 4.25 1.86 -7.16
H 5.85 2.43 -7.22
*
```

LUMO energy in eV: 0.22
Orbital gap in eV: 10.35
Highest occupied orbital energy in eV: -10.14
SMILES: BrCCBr.BrCCBr.BrCCBr.BrCCBr

=====

# 2
A cluster of 4 separate species, C8H16Br8 in total. Source: the Open Molecules 2025 dataset; level of theory: ωB97M-V/def2-TZVPD.

Geometry as ORCA input:
```
! wB97M-V def2-TZVPD RIJCOSX def2/J DEFGRID3
* xyz 0 1
Br -5.21 -0.15 4.67
C -4.07 -0.61 3.11
C -3.33 0.59 2.54
Br -1.91 1.22 3.81
H -4.72 -0.96 2.35
H -3.34 -1.41 3.39
H -3.95 1.40 2.28
H -2.84 0.37 1.59
Br 0.67 1.15 0.27
C 2.14 1.10 1.58
C 1.61 0.44 2.82
Br 2.98 0.01 4.12
H 2.45 2.12 1.61
H 2.81 0.45 0.99
H 1.06 -0.45 2.60
H 0.86 1.06 3.31
Br -2.32 1.66 -2.21
C -2.22 -0.21 -2.52
C -0.79 -0.67 -2.62
Br -0.80 -2.54 -3.09
H -2.85 -0.51 -3.37
H -2.71 -0.69 -1.70
H -0.26 -0.61 -1.67
H -0.27 -0.07 -3.38
Br 2.78 -1.98 -0.97
C 3.07 -1.03 -2.64
C 3.59 0.34 -2.37
Br 3.93 1.12 -4.19
H 2.22 -0.87 -3.30
H 3.71 -1.77 -3.14
H 4.61 0.28 -1.89
H 3.09 1.21 -1.95
*
```

LUMO energy in eV: 0.21
Orbital gap in eV: 10.41
Highest occupied orbital energy in eV: -10.20
SMILES: BrCCBr.BrCCBr.BrCCBr.BrCCBr

=====

# 3
A cluster of 2 separate species, C8H16BrF3N2O2P in total. Source: the Open Molecules 2025 dataset; level of theory: ωB97M-V/def2-TZVPD.

Geometry as ORCA input:
```
! wB97M-V def2-TZVPD RIJCOSX def2/J DEFGRID3
* xyz -1 1
C 4.24 -0.55 0.36
C 3.64 0.49 0.35
C 2.69 1.62 0.45
C 1.36 1.25 -0.24
C 0.68 0.17 0.58
P -0.93 -0.49 -0.06
N -1.69 0.10 1.50
C -1.38 -2.22 0.46
N -0.28 -3.19 0.31
C -2.22 0.49 -1.03
O -1.76 1.82 -1.19
O -2.68 2.71 -0.57
C -0.16 -1.12 -1.77
F -0.12 -0.14 -2.71
F 1.12 -1.57 -1.70
F -0.92 -2.10 -2.33
H 4.63 -1.54 0.34
H 3.15 2.49 -0.02
H 2.49 1.81 1.50
H 0.71 2.18 -0.23
H 1.64 0.93 -1.25
H 0.47 0.61 1.55
H 1.31 -0.71 0.78
H -1.68 1.12 1.52
H -2.64 -0.24 1.61
H -2.28 -2.53 -0.08
H -1.61 -2.12 1.52
H -0.41 -3.96 0.95
H 0.61 -2.76 0.50
H -3.13 0.53 -0.43
H -2.51 0.05 -1.99
H -2.11 3.12 0.13
Br -0.14 3.51 1.21
*
```

LUMO energy in eV: 3.09
Orbital gap in eV: 7.71
Highest occupied orbital energy in eV: -4.62

=====

# 4
A cluster of 2 separate species, C8H16BrNO3 in total. Source: the Open Molecules 2025 dataset; level of theory: ωB97M-V/def2-TZVPD.

Geometry as ORCA input:
```
! wB97M-V def2-TZVPD RIJCOSX def2/J DEFGRID3
* xyz 0 1
C 0.23 -2.39 -0.32
C 0.77 -1.18 -0.22
C 0.76 -0.14 -1.30
N 1.00 1.21 -0.80
C -0.06 2.08 -0.57
O 0.12 3.24 -0.23
O -1.34 1.63 -0.83
C -1.87 0.76 0.13
Br -2.96 1.77 1.41
C -2.68 -0.33 -0.54
C -3.98 0.14 -1.16
H -0.22 -2.74 -1.23
H 0.26 -3.05 0.53
H 1.32 -0.92 0.68
H 1.59 -0.38 -1.97
H -0.13 -0.20 -1.91
H 1.61 1.20 0.00
H -1.08 0.35 0.74
H -2.05 -0.67 -1.36
H -2.81 -1.17 0.13
H -3.77 0.82 -1.97
H -4.51 -0.71 -1.58
H -4.64 0.61 -0.45
C 4.14 0.21 2.44
O 3.55 -0.11 1.18
H 3.74 1.17 2.75
H 3.88 -0.54 3.19
H 5.22 0.28 2.35
H 3.90 -0.96 0.90
*
```

LUMO energy in eV: 0.48
Orbital gap in eV: 10.40
Highest occupied orbital energy in eV: -9.92
SMILES: C=CCNC(=O)O[C@@H](Br)CC.CO

=====

# 5
A cluster of 2 separate species, C8H16BrO2Si in total. Source: the Open Molecules 2025 dataset; level of theory: ωB97M-V/def2-TZVPD.

Geometry as ORCA input:
```
! wB97M-V def2-TZVPD RIJCOSX def2/J DEFGRID3
* xyz -1 1
C -0.62 0.90 1.75
C -0.44 3.76 -2.13
C 1.56 -1.94 -0.72
C 0.52 -3.00 1.94
C -1.43 -1.79 -0.10
C -0.86 2.23 -2.06
C -0.07 1.36 -1.47
C 0.44 0.09 1.35
O -1.79 0.80 1.49
O -0.29 2.05 2.61
Si 0.22 -1.56 0.68
Br 2.26 0.67 2.03
H -0.37 4.07 -3.18
H 0.58 3.58 -1.78
H -1.02 4.41 -1.50
H 1.69 -1.19 -1.59
H 2.55 -1.87 -0.29
H 1.27 -2.95 -1.07
H -0.32 -3.66 2.34
H 1.35 -3.58 1.65
H 0.84 -2.48 2.97
H -1.95 -2.76 -0.34
H -2.21 -1.24 0.46
H -1.44 -1.24 -1.02
H -1.68 1.81 -2.61
H 0.51 1.81 3.07
H 0.84 1.55 -0.96
H -0.14 0.20 -1.52
*
```

LUMO energy in eV: 3.20
Orbital gap in eV: 6.83
Highest occupied orbital energy in eV: -3.63

=====

# 6
A structure of composition C8H16CeCl2N2S. Source: the Open Molecules 2025 dataset; level of theory: ωB97M-V/def2-TZVPD.

Geometry as ORCA input:
```
! wB97M-V def2-TZVPD RIJCOSX def2/J DEFGRID3
* xyz -1 2
Ce 1.83 -0.27 0.14
Cl 2.77 -1.66 -1.78
Cl 2.64 2.12 0.75
C 3.19 -1.17 1.46
H 3.27 -0.95 2.54
H 3.87 -1.95 1.05
C -0.99 0.98 -0.79
C -0.01 1.06 -1.66
H -0.88 1.40 0.22
C -0.05 0.42 -3.03
H 0.87 1.70 -1.47
C -1.48 0.10 -3.49
H 0.45 1.06 -3.77
H 0.54 -0.52 -3.02
C -2.35 -0.48 -2.37
H -1.94 1.03 -3.84
H -1.46 -0.59 -4.34
C -2.33 0.37 -1.08
H -3.38 -0.58 -2.72
H -1.99 -1.49 -2.13
H -3.09 1.16 -1.20
H -2.66 -0.24 -0.23
N -0.18 -0.88 4.58
C 0.32 -0.37 3.43
N 1.03 0.77 3.55
S -0.05 -1.14 1.95
H 0.07 -0.51 5.48
H -0.70 -1.74 4.54
H 1.48 1.23 2.76
H 1.21 1.14 4.48
*
```

LUMO energy (alpha / beta) in eV: 2.50 / 2.50
Orbital gap (alpha / beta) in eV: 4.10 / 4.11
Highest occupied orbital energy (alpha / beta) in eV: -1.60 / -1.61
<S²>: 0.7515

=====

Respective energy relative to the best compared isomer or geometry (same formula, charge and spin) values: 168.31, 92.66, 0.00, 0.00, 109.20, 3.65 kJ/mol.
Respective max |F| values: 2.64, 3.39, 2.08, 2.45, 3.94, 2.37 eV Å⁻¹.